1.
C19H43InO2P3S | wB97M-V/def2-TZVPD

Calculated values
- HOMO energy (spin up / spin down) (eV) = -16.4 / -16.2
- net charge = +3
- 2S+1 = 1
- ΔE to the lowest compared entry with this formula, charge and spin (kcal/mol) = 55.6
- frontier orbital gap (spin up / spin down) (eV) = 3.8 / 5.3
- lowest unoccupied orbital energy (spin up / spin down) (eV) = -12.62 / -10.99
- F_max (eV/Å) = 2.2
- energy (Eh) = -2511.53210

Each line ends with the Mulliken charge.
CARTESIAN COORDINATES (ANGSTROEM)
In -0.28 0.30 0.51  1.3931
P -2.06 1.89 -0.86  0.8124
P -2.22 0.46 2.54  0.7567
P -1.79 -1.78 -0.25  0.8264
H 6.85 -2.68 -2.20  0.2791
C 6.18 -3.03 -3.00  -0.5513
C 5.73 -2.23 -3.98  -0.4668
H 6.07 -1.20 -4.12  0.2984
C -1.34 3.55 -0.99  -1.2161
C -3.80 2.27 -0.42  -1.2232
C -2.14 1.37 -2.60  -1.1845
C -1.78 -0.61 3.96  -1.3337
C -2.05 2.13 3.26  -1.1719
C -4.03 0.25 2.42  -1.1106
C -0.99 -2.34 -1.79  -1.1532
C -3.57 -1.71 -0.62  -1.3642
C -1.63 -3.21 0.89  -1.2836
H 5.95 -4.11 -3.00  0.2674
H 5.06 -2.64 -4.74  0.3460
H -0.34 3.48 -1.45  0.3509
H -1.22 3.98 0.02  0.2562
H -1.99 4.19 -1.60  0.5392
H -3.85 2.69 0.59  0.3035
H -4.41 1.36 -0.46  0.3484
H -4.19 3.01 -1.14  0.5252
H -1.12 1.15 -2.96  0.3009
H -2.58 2.17 -3.20  0.5037
H -2.75 0.46 -2.70  0.3485
H -2.43 -0.38 4.82  0.5082
H -0.73 -0.43 4.23  0.3590
H -1.90 -1.67 3.67  0.3295
H -2.58 2.16 4.22  0.5018
H -2.49 2.87 2.58  0.3399
H -0.99 2.37 3.40  0.2433
H -4.38 -0.40 3.23  0.4313
H -4.31 -0.20 1.47  0.0705
H -4.51 1.24 2.50  0.4885
H -1.59 -3.18 -2.17  0.5730
H 0.05 -2.66 -1.61  0.1673
H -0.97 -1.53 -2.54  0.3073
H -3.80 -2.48 -1.37  0.4984
H -3.85 -0.73 -1.02  0.2514
H -4.15 -1.91 0.29  0.4809
H -1.81 -4.14 0.33  0.4798
H -2.37 -3.12 1.70  0.3755
H -0.63 -3.23 1.32  0.3182
C 2.21 -0.49 -1.16  0.4661
C 2.77 -1.38 -0.18  0.1332
C 3.29 -2.60 -0.58  -0.8523
C 3.30 -2.93 -1.93  -0.7289
C 3.02 -1.96 -2.90  -0.5415
C 2.52 -0.73 -2.53  -0.3550
O 1.39 0.50 -0.85  -0.8352
H 0.37 -0.96 1.60  -0.1448
H 2.72 -1.13 0.87  0.3120
H 3.68 -3.28 0.19  0.4822
H 3.64 -3.91 -2.22  0.6325
H 3.24 -2.14 -3.94  0.6576
H 2.26 0.03 -3.26  0.4752
C 2.02 4.28 1.96  -1.0576
S 2.06 2.74 1.02  0.5566
C 3.00 1.71 2.13  -0.5590
O 0.61 2.21 1.21  -0.6399
H 2.97 4.78 1.76  0.4465
H 1.91 4.08 3.04  0.3549
H 1.20 4.91 1.60  0.3644
H 2.52 1.69 3.12  0.3201
H 3.03 0.69 1.71  -0.0850
H 4.01 2.12 2.18  0.4772

---

2.
C19H43OP3RhS | wB97M-V/def2-TZVPD

Calculated values
- HOMO energy (spin up / spin down) (eV) = -15.5 / -17.6
- net charge = +3
- 2S+1 = 5
- ΔE to the lowest compared entry with this formula, charge and spin (kcal/mol) = 3.2
- frontier orbital gap (spin up / spin down) (eV) = 7.7 / 5.1
- lowest unoccupied orbital energy (spin up / spin down) (eV) = -7.73 / -12.45
- F_max (eV/Å) = 2.5
- energy (Eh) = -2356.68190

Each line ends with the natural charge from an NBO analysis.
CARTESIAN COORDINATES (ANGSTROEM)
Rh 0.57 0.24 -0.70  0.2314
P 1.70 0.93 1.15  1.0153
P -0.86 2.25 -0.66  1.1032
P 2.60 -0.48 -1.57  1.1391
H -2.84 -3.08 2.13  0.1869
C -1.83 -3.37 1.82  -0.3849
C -0.75 -3.28 2.62  -0.4158
H -0.81 -2.94 3.67  0.1869
C 0.59 1.19 2.58  -0.9675
C 2.72 2.44 1.19  -0.9446
C 2.84 -0.28 1.92  -0.9552
C -2.52 1.52 -0.31  -0.9631
C -0.68 3.65 0.55  -0.9308
C -0.92 3.07 -2.31  -0.9531
C 2.85 -2.17 -0.92  -0.9632
C 4.20 0.39 -1.38  -0.9538
C 2.41 -0.64 -3.37  -0.9667
H -1.73 -3.82 0.82  0.2170
H 0.17 -3.80 2.32  0.2233
H -0.31 0.57 2.52  0.2142
H 0.26 2.22 2.68  0.2400
H 1.10 0.91 3.51  0.2591
H 2.15 3.33 0.93  0.2365
H 3.57 2.36 0.52  0.2600
H 3.10 2.58 2.21  0.2658
H 2.46 -1.30 1.83  0.2540
H 2.93 -0.05 2.99  0.2580
H 3.85 -0.24 1.48  0.2505
H -3.27 1.89 -1.02  0.2802
H -2.88 1.75 0.70  0.2441
H -2.48 0.42 -0.41  0.2577
H -1.19 4.53 0.12  0.2838
H 0.41 3.86 0.64  0.2551
H -1.15 3.42 1.52  0.2426
H -1.40 4.06 -2.30  0.2743
H -1.44 2.46 -3.05  0.2639
H 0.11 3.29 -2.62  0.2657
H 3.11 -2.82 -1.77  0.2760
H 1.94 -2.54 -0.45  0.2682
H 3.66 -2.15 -0.19  0.2645
H 4.85 0.04 -2.20  0.2810
H 4.66 0.12 -0.42  0.2561
H 4.06 1.48 -1.47  0.2618
H 3.37 -0.88 -3.83  0.2691
H 2.04 0.30 -3.78  0.2633
H 1.68 -1.43 -3.60  0.2552
C -0.90 -1.82 -2.31  0.3966
C -1.73 -0.83 -2.94  -0.2379
C -2.39 -1.12 -4.13  -0.1759
C -2.23 -2.36 -4.77  -0.0466
C -1.37 -3.32 -4.22  -0.1913
C -0.70 -3.05 -3.02  -0.1930
O -0.34 -1.67 -1.12  -0.6675
H 0.95 1.59 -1.43  -0.0018
H -1.88 0.16 -2.51  0.2064
H -3.02 -0.35 -4.53  0.2471
H -2.78 -2.52 -5.69  0.2585
H -1.18 -4.32 -4.64  0.2687
H -0.09 -3.79 -2.50  0.2462
C -3.02 -0.95 4.12  -0.8018
S -2.85 0.62 3.26  0.8496
C -2.55 1.70 4.66  -0.8046
H -2.39 -1.73 3.68  0.2978
H -4.08 -1.23 4.01  0.3051
H -2.79 -0.81 5.18  0.2720
H -3.41 2.37 4.72  0.3056
H -2.47 1.13 5.59  0.2775
H -1.64 2.28 4.50  0.2843

---

3.
C19H43OP3SSc | wB97M-V/def2-TZVPD

Calculated values
- HOMO energy (eV) = -14.8
- net charge = +3
- 2S+1 = 1
- ΔE to the lowest compared entry with this formula, charge and spin (kcal/mol) = 20.8
- frontier orbital gap (eV) = 2.8
- lowest unoccupied orbital energy (eV) = -11.97
- F_max (eV/Å) = 3.7
- energy (Eh) = -3006.97626

Each line ends with the natural charge from an NBO analysis.
CARTESIAN COORDINATES (ANGSTROEM)
Sc -0.95 0.05 0.71  1.6279
P 1.30 1.31 1.06  0.6753
P -2.14 2.48 0.86  0.6696
P 0.05 -2.35 0.61  0.6497
H -2.34 0.76 -1.64  0.2845
C -2.18 -0.24 -1.21  -0.5386
C -3.00 -0.76 -0.19  -0.4171
H -3.81 -0.19 0.26  0.2713
C 1.84 1.86 -0.60  -0.9345
C 1.54 2.88 1.96  -0.9033
C 2.76 0.38 1.66  -0.9126
C -3.95 2.51 0.58  -0.9153
C -2.08 3.45 2.42  -0.9133
C -1.59 3.75 -0.35  -0.9139
C -1.05 -3.73 0.13  -0.9057
C 1.05 -3.10 1.95  -0.9013
C 1.24 -2.34 -0.77  -0.9272
H -1.55 -0.88 -1.83  0.2810
H -3.12 -1.84 -0.05  0.2728
H 2.82 2.36 -0.56  0.2840
H 1.11 2.50 -1.10  0.2580
H 1.90 0.94 -1.18  0.2556
H 2.61 3.10 1.96  0.2809
H 1.18 2.76 2.98  0.2496
H 0.99 3.70 1.48  0.2574
H 3.59 1.08 1.82  0.2817
H 3.07 -0.41 0.97  0.2640
H 2.50 -0.09 2.62  0.2527
H -4.24 3.54 0.31  0.2821
H -4.50 2.20 1.48  0.2675
H -4.21 1.84 -0.25  0.2342
H -2.46 4.46 2.23  0.2789
H -1.05 3.51 2.81  0.2456
H -2.71 2.96 3.18  0.2605
H -2.24 4.64 -0.30  0.2793
H -1.65 3.32 -1.36  0.2484
H -0.55 4.05 -0.16  0.2483
H -0.43 -4.54 -0.26  0.2838
H -1.75 -3.40 -0.64  0.2398
H -1.62 -4.07 1.00  0.2632
H 1.48 -4.05 1.60  0.2837
H 0.40 -3.28 2.82  0.2535
H 1.86 -2.41 2.24  0.2538
H 1.56 -3.36 -1.02  0.2824
H 2.13 -1.75 -0.53  0.2692
H 0.77 -1.89 -1.65  0.2544
C 2.71 -0.91 -3.79  0.2908
C 3.40 -0.15 -4.75  -0.2969
C 3.25 -0.50 -6.09  -0.1567
C 2.44 -1.59 -6.45  -0.2227
C 1.87 -2.41 -5.46  -0.1708
C 2.07 -2.11 -4.11  -0.3054
O 2.59 -0.44 -2.50  -0.7312
H 3.00 0.46 -2.44  0.4842
H 4.02 0.69 -4.41  0.2193
H 3.77 0.09 -6.85  0.2427
H 2.28 -1.82 -7.50  0.2437
H 1.26 -3.27 -5.73  0.2324
H 1.72 -2.76 -3.31  0.1968
C -0.89 0.05 4.63  -0.6986
S -1.90 -0.14 3.13  0.1550
C -2.87 -1.58 3.61  -0.7102
H -0.02 0.69 4.43  0.2473
H -0.57 -0.93 4.98  0.2586
H -1.52 0.53 5.39  0.2768
H -2.28 -2.22 4.28  0.2632
H -3.75 -1.19 4.13  0.2762
H -3.18 -2.15 2.73  0.2433

---

4.
C19H43P3S2W | wB97M-V/def2-TZVPD

Calculated values
- HOMO energy (spin up / spin down) (eV) = -20.3 / -20.8
- net charge = +4
- 2S+1 = 3
- ΔE to the lowest compared entry with this formula, charge and spin (kcal/mol) = 39.2
- frontier orbital gap (spin up / spin down) (eV) = 5.4 / 6.2
- lowest unoccupied orbital energy (spin up / spin down) (eV) = -14.92 / -14.56
- F_max (eV/Å) = 3.0
- energy (Eh) = -2635.54730

Each line ends with the natural charge from an NBO analysis.
CARTESIAN COORDINATES (ANGSTROEM)
W 0.23 -0.16 0.61  0.2525
P -0.58 1.88 1.80  0.9824
P -2.25 -0.78 0.45  0.9422
P 2.35 1.02 0.47  0.9638
H 1.70 -1.36 -3.84  0.2379
C 2.44 -1.24 -3.04  -0.2317
C 2.33 -2.06 -1.91  -0.4073
H 1.83 -3.03 -1.97  0.2751
C -0.89 3.37 0.78  -0.9289
C -2.14 1.88 2.75  -0.9280
C 0.53 2.48 3.16  -0.9162
C -2.43 -2.48 -0.23  -0.9228
C -3.55 -0.93 1.73  -0.9195
C -3.08 0.25 -0.81  -0.9395
C 3.65 0.51 -0.71  -0.9273
C 3.29 0.79 2.01  -0.9263
C 2.39 2.81 0.07  -0.9342
H 3.41 -0.80 -3.32  0.2745
H 3.06 -1.98 -1.11  0.2397
H -1.24 4.19 1.44  0.2983
H -1.68 3.16 0.05  0.2597
H 0.00 3.71 0.25  0.2571
H -2.17 2.79 3.38  0.2948
H -2.19 1.01 3.41  0.2533
H -3.02 1.90 2.09  0.2597
H 0.00 3.27 3.71  0.2962
H 1.48 2.89 2.79  0.2522
H 0.75 1.66 3.85  0.2538
H -3.50 -2.75 -0.17  0.2928
H -1.86 -3.19 0.36  0.2555
H -2.10 -2.53 -1.27  0.2306
H -4.49 -1.07 1.19  0.2845
H -3.65 -0.06 2.38  0.2649
H -3.36 -1.81 2.35  0.2659
H -4.06 -0.20 -1.04  0.2858
H -2.50 0.29 -1.74  0.2486
H -3.22 1.27 -0.45  0.2584
H 4.44 1.27 -0.68  0.2993
H 3.25 0.45 -1.73  0.2352
H 4.06 -0.46 -0.43  0.2497
H 4.17 1.45 1.96  0.2946
H 3.63 -0.25 2.09  0.2550
H 2.72 1.03 2.91  0.2616
H 3.42 3.05 -0.21  0.2893
H 2.09 3.44 0.92  0.2691
H 1.74 3.02 -0.79  0.2563
C -0.63 -0.66 -2.96  -0.2612
C -0.62 0.66 -3.42  -0.2105
C -1.35 1.00 -4.57  -0.1699
C -2.17 0.04 -5.18  -0.0849
C -2.18 -1.28 -4.72  -0.1828
C -1.42 -1.63 -3.60  -0.1386
S 0.33 -1.12 -1.49  0.5018
H 1.11 0.08 -1.10  0.1553
H -0.01 1.38 -2.89  0.2210
H -1.29 2.02 -4.96  0.2792
H -2.80 0.31 -6.03  0.2816
H -2.77 -2.04 -5.24  0.2841
H -1.46 -2.64 -3.20  0.2357
C 0.17 -2.19 3.75  -0.6891
S 0.68 -1.93 2.01  0.4212
C 2.12 -3.06 1.96  -0.6994
H -0.92 -2.26 3.81  0.2741
H 0.52 -1.36 4.36  0.2699
H 0.61 -3.14 4.07  0.2886
H 2.97 -2.59 2.46  0.2705
H 1.77 -3.95 2.51  0.2898
H 2.39 -3.33 0.93  0.2550

---

5.
C19H44N8O2PPtSi | wB97M-V/def2-TZVPD

Calculated values
- HOMO energy (spin up / spin down) (eV) = -9.9 / -9.9
- net charge = +1
- 2S+1 = 3
- ΔE to the lowest compared entry with this formula, charge and spin (kcal/mol) = 15.3
- frontier orbital gap (spin up / spin down) (eV) = 7.3 / 4.9
- lowest unoccupied orbital energy (spin up / spin down) (eV) = -2.61 / -5.05
- F_max (eV/Å) = 4.1
- energy (Eh) = -2088.83768

Each line ends with the Löwdin spin population.
CARTESIAN COORDINATES (ANGSTROEM)
Pt 2.65 2.37 2.54  1.1800
C 1.70 6.22 -0.83  0.0032
N 1.48 4.80 -0.65  0.0337
C 1.73 4.03 -1.87  0.0026
C 1.43 4.24 0.58  0.0267
N 2.16 3.23 0.88  0.0756
N 0.63 4.86 1.59  0.0103
C 0.37 4.24 2.82  0.0144
N -0.83 4.56 3.40  0.0059
N 1.14 3.33 3.34  0.1472
H 2.08 6.30 -1.91  0.0002
H 2.42 6.53 -0.09  0.0009
H 0.73 6.75 -0.69  0.0009
H 2.71 4.35 -2.24  0.0005
H 0.93 4.33 -2.60  0.0014
H 1.69 2.96 -1.62  0.0001
H 2.51 2.71 0.10  0.0097
H -0.10 5.46 1.30  0.0007
H -1.44 5.26 3.00  0.0021
H -1.19 3.91 4.09  0.0001
H 0.91 2.96 4.24  0.0021
O -0.97 -0.24 -1.15  0.0000
P -1.66 -1.56 -1.38  0.0000
N -2.00 -1.75 -3.01  0.0000
C -2.04 -3.01 -3.70  0.0000
C -2.32 -2.74 -5.20  0.0000
C -2.81 -1.27 -5.22  0.0000
C -2.17 -0.66 -3.98  0.0000
N -0.60 -2.81 -0.98  0.0000
C 0.74 -2.54 -0.55  0.0000
C 1.23 -3.81 0.21  0.0000
C -0.04 -4.56 0.52  0.0000
C -0.94 -4.20 -0.71  0.0000
N -3.06 -1.75 -0.47  0.0000
C -4.28 -2.46 -1.00  0.0000
C -5.43 -1.73 -0.26  0.0000
C -4.90 -0.56 0.52  0.0000
C -3.36 -0.84 0.63  0.0000
H -2.86 -3.67 -3.25  0.0000
H -1.03 -3.49 -3.63  0.0000
H -3.07 -3.47 -5.64  0.0000
H -1.39 -2.91 -5.78  0.0000
H -3.93 -1.20 -5.15  0.0000
H -2.52 -0.80 -6.12  0.0000
H -2.75 0.23 -3.64  0.0000
H -1.15 -0.32 -4.28  0.0000
H 0.74 -1.63 0.11  0.0000
H 1.39 -2.36 -1.40  0.0000
H 1.84 -3.64 1.08  0.0000
H 1.83 -4.46 -0.50  0.0000
H -0.55 -4.22 1.45  0.0000
H 0.11 -5.64 0.59  0.0000
H -2.00 -4.34 -0.58  0.0000
H -0.58 -4.84 -1.58  0.0000
H -4.08 -3.54 -0.76  0.0000
H -4.29 -2.42 -2.12  0.0000
H -5.88 -2.48 0.40  0.0000
H -6.22 -1.43 -0.98  0.0000
H -5.32 -0.54 1.54  0.0000
H -4.93 0.39 0.04  0.0000
H -3.15 -1.35 1.59  0.0000
H -2.85 0.13 0.63  0.0000
C 3.24 -1.27 3.15  0.0033
Si 4.06 0.43 3.60  0.0433
C 5.47 0.11 4.92  0.0151
C 5.17 1.17 2.15  0.0834
O 2.91 1.39 4.35  0.3064
H 2.42 -1.61 3.86  -0.0002
H 3.96 -2.07 3.07  -0.0001
H 2.78 -1.17 2.13  0.0015
H 6.14 -0.67 4.59  0.0014
H 5.06 -0.25 5.89  0.0001
H 6.01 1.08 4.97  0.0000
H 6.02 0.53 1.99  0.0136
H 5.63 2.11 2.48  0.0003
H 4.69 1.30 1.14  0.0136

---

6.
C19H46Cl2LuO3P2S | wB97M-V/def2-TZVPD

Calculated values
- HOMO energy (eV) = -3.9
- net charge = -1
- 2S+1 = 1
- ΔE to the lowest compared entry with this formula, charge and spin (kcal/mol) = 0.0
- frontier orbital gap (eV) = 6.8
- lowest unoccupied orbital energy (eV) = 2.90
- F_max (eV/Å) = 5.2
- energy (Eh) = -4214.25998

Each line ends with the Mulliken charge.
CARTESIAN COORDINATES (ANGSTROEM)
Lu 0.13 -0.04 0.38  0.3769
Cl 0.81 -2.34 -0.62  -0.5275
P 2.33 0.77 -0.80  -0.4133
C 2.76 -0.06 -2.40  0.9822
C 2.58 2.61 -0.99  0.5866
C 3.49 0.00 0.47  0.8163
C 1.58 -0.25 -3.37  -1.4069
H 3.06 -1.06 -2.03  0.5354
C 3.91 0.68 -3.06  -1.8298
H 3.53 1.56 -3.59  0.2737
H 4.35 -0.02 -3.78  0.4958
H 4.70 0.98 -2.36  0.3994
H 0.99 -1.13 -3.11  0.2150
H 1.99 -0.39 -4.37  0.5030
H 0.90 0.61 -3.40  0.1703
H 3.22 -1.07 0.34  0.4634
C 3.19 0.34 1.91  -0.1902
C 4.93 0.30 0.15  -1.7610
H 5.27 -0.30 -0.70  0.3017
H 5.52 0.03 1.04  0.5139
H 5.07 1.37 -0.04  0.2689
H 2.16 0.70 1.99  -1.0354
H 3.79 1.15 2.33  0.2973
H 3.24 -0.54 2.56  0.4923
C 1.50 3.15 -1.94  -1.2539
H 3.57 2.65 -1.46  0.7335
C 2.60 3.34 0.35  -1.6413
H 1.64 2.80 -2.97  0.2603
H 1.58 4.24 -1.94  0.5139
H 0.48 2.89 -1.62  0.0385
H 1.74 3.09 1.00  0.0922
H 2.51 4.41 0.13  0.5691
H 3.53 3.18 0.90  0.2396
Cl -0.84 2.33 0.48  -0.6508
H -0.47 0.08 -1.54  -0.1286
P -2.25 -1.19 0.62  -0.4036
C -1.82 -2.74 1.60  0.7154
C -3.47 -0.18 1.63  0.6373
C -2.88 -1.72 -1.02  0.9946
C -0.61 -2.66 2.53  -1.1998
H -1.56 -3.43 0.77  0.6061
C -3.06 -3.20 2.35  -1.9144
H -3.17 -2.63 3.28  0.2819
H -2.91 -4.26 2.60  0.4844
H -3.99 -3.11 1.76  0.4006
H 0.34 -2.74 1.97  0.2033
H -0.65 -3.51 3.22  0.4935
H -0.57 -1.75 3.14  0.1477
H -2.03 -2.38 -1.32  0.5334
C -3.01 -0.60 -2.04  -1.4296
C -4.16 -2.51 -0.82  -1.7113
H -3.98 -3.49 -0.38  0.2745
H -4.61 -2.64 -1.81  0.5283
H -4.88 -1.95 -0.19  0.2815
H -2.48 0.34 -1.80  0.1595
H -4.06 -0.35 -2.22  0.4637
H -2.57 -0.95 -2.98  0.3593
C -2.80 0.32 2.91  -0.8315
H -4.22 -0.94 1.88  0.7312
C -4.05 0.97 0.82  -1.5566
H -2.68 -0.44 3.69  0.0977
H -3.32 1.19 3.32  0.5435
H -1.80 0.70 2.67  -0.5596
H -3.28 1.65 0.42  0.0407
H -4.66 1.55 1.52  0.5738
H -4.68 0.60 0.00  0.2944
C -0.16 2.79 3.60  -0.8577
S 0.38 1.15 3.87  1.3007
O 1.77 1.15 4.19  -0.7355
O -0.52 0.45 4.72  -0.6508
O 0.30 0.40 2.49  -0.4715
H -0.05 3.22 4.59  0.4392
H -1.19 2.88 3.32  0.2102
H 0.43 3.39 2.93  0.2254